## P
The following is a quantum chemistry calculation of a 2-piece molecular cluster, C4H6N2O2 overall, from OMol25.

XYZ file:
```
14
C4H6N2O2 | OMol25 | wB97M-V/def2-TZVPD
C -1.24 -1.02 0.43
C -2.13 0.02 0.57
N -1.60 1.05 -0.25
C -0.48 0.47 -0.93
N -0.25 -0.72 -0.49
H -1.35 -2.02 0.83
H -2.93 0.01 1.26
H -2.00 2.06 -0.25
H 0.17 1.15 -1.35
O 1.96 0.97 0.32
C 2.67 0.02 0.20
O 2.22 -1.14 -0.13
H 3.82 0.22 0.14
H 1.14 -1.05 -0.33
```

HOMO energy (eV): -9.33
Lowest unoccupied orbital energy (eV): 0.67
HOMO-LUMO gap (eV): 10.000
SMILES: c1c[nH]cn1.O=CO
Total charge: 0

---

## Q
The following is a quantum chemistry calculation of C4H6N2O2 as an isolated structure, from OMol25.

XYZ file:
```
14
C4H6N2O2 | OMol25 | wB97M-V/def2-TZVPD
C -0.23 -0.89 -0.59
C -1.04 -0.11 1.21
C -0.05 0.82 0.76
C 0.42 0.33 -0.38
H -1.52 -2.25 -1.56
H 0.78 -2.64 -1.23
H -1.97 -0.27 1.94
H 1.07 2.20 0.80
H 1.88 0.15 -1.57
H 1.50 1.72 -1.56
N -0.24 -1.82 -1.54
N 1.50 0.76 -0.93
O -0.95 -1.10 0.49
O 0.31 2.04 1.33
```

HOMO energy (eV): -7.31
Lowest unoccupied orbital energy (eV): 0.16
HOMO-LUMO gap (eV): 7.466
Total charge: 0

---

## R
The following is a quantum chemistry calculation of one molecule with the formula C4H6N2O2, from OMol25.

XYZ file:
```
14
C4H6N2O2 | OMol25 | wB97M-V/def2-TZVPD
N -2.20 -0.15 0.59
C -0.78 -0.04 -0.15
C -0.05 0.81 -0.95
C 1.30 0.59 -0.40
O 2.60 0.62 -0.89
N 1.35 -0.53 0.21
C 0.04 -0.93 0.38
O -0.33 -1.75 1.56
H -2.13 0.74 1.34
H -2.85 0.25 -0.17
H -0.52 1.51 -1.50
H 2.75 1.58 -1.37
H 2.15 -1.08 0.29
H -1.32 -1.63 1.06
```

HOMO energy (eV): -7.56
Lowest unoccupied orbital energy (eV): 0.56
HOMO-LUMO gap (eV): 8.119
SMILES: Nc1cc(O)[nH]c1O
Total charge: 0

---

## S
The following is a quantum chemistry calculation of one molecule with the formula C4H6N2O2, from OMol25.

XYZ file:
```
14
C4H6N2O2 | OMol25 | wB97M-V/def2-TZVPD
O -1.01 -2.74 0.69
C -0.52 -1.63 0.38
N -1.39 -0.47 0.25
N -0.64 0.25 -0.62
C -0.51 1.67 -0.40
C 0.61 0.79 0.09
C 1.60 -0.23 -0.17
O 0.87 -1.43 0.55
H -2.21 -1.15 -0.16
H -0.31 2.15 -1.36
H -1.17 2.14 0.29
H 0.46 1.09 1.16
H 2.51 -0.09 0.48
H 1.71 -0.34 -1.16
```

HOMO energy (eV): -9.41
Lowest unoccupied orbital energy (eV): 0.70
HOMO-LUMO gap (eV): 10.112
SMILES: O=C1NN2C[C@@H]2CO1
Total charge: 0

---

In order of decreasing stability: P, R, S, Q.

---

## P
The following is a quantum chemistry calculation of one molecule with the formula C4H6N2O2, from OMol25.

XYZ file:
```
14
C4H6N2O2 | OMol25 | wB97M-V/def2-TZVPD
C -0.67 0.87 1.89
O -0.31 1.84 0.75
C 0.10 1.00 -0.20
N -0.24 1.14 -1.44
N 0.45 -0.05 -2.06
C 0.28 -1.16 -1.04
C 0.47 -0.40 0.27
O -0.49 -0.39 1.41
H -1.66 0.83 2.30
H 0.23 1.20 2.51
H 0.16 -0.56 -2.92
H -0.75 -1.73 -1.00
H 1.00 -2.07 -1.32
H 1.43 -0.52 0.86
```

HOMO energy (eV): -8.79
Lowest unoccupied orbital energy (eV): 0.91
HOMO-LUMO gap (eV): 9.705
SMILES: C1OC2=NNC[C@@H]2O1
Total charge: 0

---

## Q
The following is a quantum chemistry calculation of one molecule with the formula C4H6N2O2, from OMol25.

XYZ file:
```
14
C4H6N2O2 | OMol25 | wB97M-V/def2-TZVPD
C 0.54 -2.97 0.07
N 0.47 -1.95 -0.56
O 0.05 -0.73 0.29
C -0.08 0.31 -0.48
C -0.97 1.40 -0.17
C -0.05 2.25 0.63
N 1.21 1.79 0.58
O 1.38 0.79 -0.28
H 0.59 -3.94 -0.71
H 0.35 -2.91 1.09
H -0.11 -0.06 -1.45
H -1.80 1.15 0.51
H -1.44 1.85 -0.91
H -0.14 3.03 1.37
```

HOMO energy (eV): -8.85
Lowest unoccupied orbital energy (eV): 0.88
HOMO-LUMO gap (eV): 9.722
SMILES: C=NO[C@H]1CC=NO1
Total charge: 0

---

## R
The following is a quantum chemistry calculation of one molecule with the formula C4H6N2O2, from OMol25.

XYZ file:
```
14
C4H6N2O2 | OMol25 | wB97M-V/def2-TZVPD
C 2.15 -0.73 0.14
N 1.50 0.52 -0.23
C 0.19 0.61 -0.14
N -0.62 1.67 -0.03
C -1.88 1.25 0.10
C -1.85 -0.11 0.05
O -2.79 -1.02 0.00
O -0.58 -0.52 -0.07
H 2.05 -1.00 1.27
H 1.92 -1.62 -0.40
H 3.21 -0.62 -0.26
H 1.97 1.39 0.06
H -2.64 1.90 0.18
H -2.62 -1.71 -0.67
```

HOMO energy (eV): -7.27
Lowest unoccupied orbital energy (eV): 0.63
HOMO-LUMO gap (eV): 7.899
SMILES: CNc1ncc(O)o1
Total charge: 0

---

In order of decreasing stability: R, P, Q.

---

## P
The following is a quantum chemistry calculation of one molecule with the formula C4H6N2O2, from OMol25.

XYZ file:
```
14
C4H6N2O2 | OMol25 | wB97M-V/def2-TZVPD
C 0.65 1.62 0.41
C -0.04 0.52 -0.59
C 0.86 -0.72 -0.46
O 2.12 -0.59 -0.67
N 0.14 -1.84 0.05
N -1.16 -1.41 0.27
C -1.40 -0.09 -0.22
O -2.54 0.34 -0.56
H 1.59 2.02 0.24
H 0.86 0.79 1.33
H 0.00 2.51 0.69
H -0.12 0.90 -1.51
H 0.77 -1.93 1.07
H -1.72 -2.13 -0.04
```

HOMO energy (eV): -10.13
Lowest unoccupied orbital energy (eV): 0.27
HOMO-LUMO gap (eV): 10.393
SMILES: CC1C(=O)NNC1=O
Total charge: 0

---

## Q
The following is a quantum chemistry calculation of one molecule with the formula C4H6N2O2, from OMol25.

XYZ file:
```
14
C4H6N2O2 | OMol25 | wB97M-V/def2-TZVPD
O 2.95 -0.56 0.88
C 2.17 -0.11 0.09
O 2.17 1.22 -0.25
C 1.15 -0.86 -0.75
N -0.12 -0.78 -0.63
N -0.62 0.11 0.33
C -1.80 0.71 -0.22
C -1.92 -0.37 0.75
H 3.02 1.53 0.17
H 1.48 -1.65 -1.47
H -1.92 0.52 -1.25
H -2.03 1.71 0.14
H -2.38 -1.28 0.41
H -2.16 -0.19 1.80
```

HOMO energy (eV): -9.25
Lowest unoccupied orbital energy (eV): 0.84
HOMO-LUMO gap (eV): 10.092
SMILES: O=C(O)/C=N\N1CC1
Total charge: 0

---

In order of decreasing stability: Q, P.

---

## P
The following is a quantum chemistry calculation of one molecule with the formula C4H6N2O2, from OMol25.

XYZ file:
```
14
C4H6N2O2 | OMol25 | wB97M-V/def2-TZVPD
O -2.29 -1.05 -0.41
C -1.37 -0.44 0.11
N -1.35 0.87 0.50
N -0.10 1.63 0.17
C 0.33 0.61 -0.76
C 1.33 -0.53 -0.79
C 0.17 -0.81 0.20
O 0.47 -0.61 1.53
H -2.35 1.23 0.55
H 0.44 1.48 1.02
H -0.25 0.59 -1.72
H 1.43 -1.00 -1.78
H 2.43 -0.38 -0.33
H 1.12 -1.61 1.72
```

HOMO energy (eV): -8.05
Lowest unoccupied orbital energy (eV): 0.33
HOMO-LUMO gap (eV): 8.382
SMILES: O=C1NN[C@H]2C[C@]12O
Total charge: 0

---

## Q
The following is a quantum chemistry calculation of one molecule with the formula C4H6N2O2, from OMol25.

XYZ file:
```
14
C4H6N2O2 | OMol25 | wB97M-V/def2-TZVPD
C 0.63 1.93 -0.08
C 0.34 0.59 -0.17
N -0.81 -0.14 -0.33
C -1.88 0.35 0.16
N -3.06 -0.42 0.09
C 1.57 -0.38 -0.04
O 2.66 -0.04 0.29
O 1.14 -1.70 -0.02
H -0.23 2.61 -0.20
H 1.57 2.32 -0.08
H -1.96 1.44 0.51
H -3.01 -1.39 -0.31
H -3.83 -0.40 0.76
H 0.18 -1.71 -0.39
```

HOMO energy (eV): -9.08
Lowest unoccupied orbital energy (eV): 0.21
HOMO-LUMO gap (eV): 9.286
SMILES: C=C(/N=C/N)C(=O)O
Total charge: 0

---

## R
The following is a quantum chemistry calculation of C4H6N2O2 as an isolated structure, from OMol25.

XYZ file:
```
14
C4H6N2O2 | OMol25 | wB97M-V/def2-TZVPD
C 1.21 0.13 -0.18
C -0.76 0.73 1.03
C -0.35 -0.14 -0.30
C -1.28 -0.81 -1.17
H 1.68 -1.53 -1.01
H 2.41 1.32 1.09
H -0.90 -0.06 1.90
H -2.04 1.21 0.94
H -2.34 -0.58 -1.10
H -1.04 -0.94 -2.10
N 2.01 -0.63 -0.86
N 1.44 1.28 0.56
O 0.41 1.62 1.41
O -0.46 -1.59 -0.22
```

HOMO energy (eV): -8.69
Lowest unoccupied orbital energy (eV): 0.75
HOMO-LUMO gap (eV): 9.433
Total charge: 0

---

## S
The following is a quantum chemistry calculation of C4H6N2O2 as an isolated structure, from OMol25.

XYZ file:
```
14
C4H6N2O2 | OMol25 | wB97M-V/def2-TZVPD
C 0.90 0.53 1.32
C 0.28 -0.39 -0.95
C -0.65 -0.97 -1.85
C -1.92 -0.59 -2.03
H 1.44 2.29 3.94
H 1.88 0.30 0.63
H -0.92 -0.57 0.59
H -0.01 -1.92 -2.24
H -2.64 -1.25 -2.63
H -2.36 0.18 -1.29
N 0.72 1.19 2.45
N -0.03 0.12 0.31
O 1.91 1.29 3.26
O 1.39 -0.21 -1.51
```

HOMO energy (eV): -9.33
Lowest unoccupied orbital energy (eV): 0.16
HOMO-LUMO gap (eV): 9.494
Total charge: 0

---

In order of decreasing stability: Q, S, P, R.

---

## P
The following is a quantum chemistry calculation of C4H6N2O2 as an isolated structure, from OMol25.

XYZ file:
```
14
C4H6N2O2 | OMol25 | wB97M-V/def2-TZVPD
C -2.26 0.21 0.05
C 0.18 0.11 -0.06
C 1.80 -1.27 -0.11
C 1.47 0.85 0.05
H -2.09 -1.18 -0.21
H -2.94 0.31 1.40
H -3.05 1.03 -1.17
H -0.10 -1.97 0.40
H 2.35 -2.32 -0.45
H 1.08 2.58 0.65
N 0.40 -1.24 -0.14
N 2.35 -0.12 0.03
O -1.07 0.89 -0.28
O 1.87 2.13 -0.15
```

HOMO energy (eV): -7.94
Lowest unoccupied orbital energy (eV): -0.03
HOMO-LUMO gap (eV): 7.914
Total charge: 0

---

## Q
The following is a quantum chemistry calculation of C4H6N2O2 as an isolated structure, from OMol25.

XYZ file:
```
14
C4H6N2O2 | OMol25 | wB97M-V/def2-TZVPD
C -1.25 0.15 0.05
C 1.72 -1.01 -0.14
C 1.20 0.58 -0.34
C -0.02 0.92 0.41
H -1.54 -1.80 0.30
H 1.49 -1.49 -1.49
H 2.48 -1.56 0.59
H 0.83 0.61 -1.26
H 1.34 2.37 0.70
H 0.08 0.99 1.67
N -0.70 -1.13 -0.51
N 0.96 1.93 -0.14
O -2.46 0.35 -0.10
O 0.41 -1.43 0.62
```

HOMO energy (eV): -9.39
Lowest unoccupied orbital energy (eV): 0.24
HOMO-LUMO gap (eV): 9.627
Total charge: 0

---

In order of decreasing stability: P, Q.

---

## P
The following is a quantum chemistry calculation of one molecule with the formula C4H6N2O2, from OMol25.

XYZ file:
```
14
C4H6N2O2 | OMol25 | wB97M-V/def2-TZVPD
N 1.25 -0.73 1.85
C 0.26 0.05 1.08
N 0.03 1.41 1.32
C -0.63 1.86 0.20
O -0.77 0.86 -0.66
C -0.10 -0.09 -0.23
C -0.47 -1.40 -1.02
O 0.19 -1.32 -2.29
H 2.11 -0.05 2.46
H 0.85 -1.62 2.45
H -1.05 2.80 -0.04
H -1.52 -1.57 -1.02
H -0.22 -2.33 -0.52
H 1.14 -0.82 -2.08
```

HOMO energy (eV): -8.79
Lowest unoccupied orbital energy (eV): 0.58
HOMO-LUMO gap (eV): 9.362
SMILES: Nc1ncoc1CO
Total charge: 0

---

## Q
The following is a quantum chemistry calculation of one molecule with the formula C4H6N2O2, from OMol25.

XYZ file:
```
14
C4H6N2O2 | OMol25 | wB97M-V/def2-TZVPD
C -0.95 -1.43 -0.59
C -0.16 -0.25 -0.28
C -0.57 1.15 -0.57
N -1.15 1.52 -1.75
O -1.15 2.91 -1.53
C 1.03 -0.50 0.65
N 1.33 -1.63 1.17
O 2.25 -1.33 2.19
H -0.31 -2.27 -0.25
H -2.18 -1.57 -0.89
H -0.31 1.93 0.43
H -1.86 3.22 -2.16
H 1.45 0.47 0.88
H 2.56 -2.21 2.70
```

HOMO energy (eV): -8.65
Lowest unoccupied orbital energy (eV): -0.29
HOMO-LUMO gap (eV): 8.361
SMILES: C=C(/C=N/O)/C=N/O
Total charge: 0

---

## R
The following is a quantum chemistry calculation of C4H6N2O2 as an isolated structure, from OMol25.

XYZ file:
```
14
C4H6N2O2 | OMol25 | wB97M-V/def2-TZVPD
C 0.47 0.40 -0.70
C 0.77 -0.41 -1.98
C -0.02 -0.96 -0.84
C 0.57 0.36 1.07
H -0.74 2.20 0.06
H 1.88 -1.01 -1.41
H 0.62 0.09 -2.91
H 0.83 -1.57 -0.41
H -1.98 -0.81 -0.20
H -0.71 -0.87 2.05
N -1.07 -1.14 0.07
N -0.58 -0.51 1.15
O -0.82 1.04 -0.90
O 0.94 1.11 2.01
```

HOMO energy (eV): -8.48
Lowest unoccupied orbital energy (eV): -0.78
HOMO-LUMO gap (eV): 7.697
Total charge: 0

---

In order of decreasing stability: P, Q, R.

---

## P
The following is a quantum chemistry calculation of a 2-piece molecular cluster, CH8N5O overall, from OMol25.

XYZ file:
```
15
CH8N5O | OMol25 | wB97M-V/def2-TZVPD
C 1.20 1.14 0.02
N 0.40 0.19 -0.38
N 2.48 0.87 0.06
N -1.65 1.74 -0.08
N -1.12 -2.18 0.31
N -0.97 0.39 -0.50
O -1.83 -1.22 0.11
H 1.02 2.18 0.29
H 3.22 1.57 0.16
H 2.87 -0.03 -0.22
H -2.66 1.70 -0.45
H -1.64 2.06 0.82
H -0.55 -2.35 1.13
H -0.68 -2.87 -0.35
H -1.27 0.31 -1.43
```

HOMO energy (spin up / spin down) (eV): -12.91 / -12.97
Lowest unoccupied orbital energy (spin up / spin down) (eV): -5.02 / -4.47
HOMO-LUMO gap (spin up / spin down) (eV): 7.891 / 8.498
Total charge: +1

---

## Q
The following is a quantum chemistry calculation of an isolated ion of composition CH8N5O and charge +1, from OMol25.

XYZ file:
```
15
CH8N5O | OMol25 | wB97M-V/def2-TZVPD
N -1.80 0.62 -1.38
N -1.36 -0.58 -0.67
N -0.11 -1.09 -1.05
N 0.93 -0.34 -0.33
C 0.79 0.03 0.92
N 1.85 0.55 1.51
O -0.30 -0.08 1.68
H -1.05 1.29 -1.38
H -2.55 1.02 -0.78
H -2.06 -1.32 -0.62
H 0.08 -1.05 -2.04
H 1.86 -0.18 -0.64
H 2.56 1.13 1.00
H 2.09 0.77 2.45
H -0.94 -0.76 1.31
```

HOMO energy (eV): -13.07
Lowest unoccupied orbital energy (eV): -3.27
HOMO-LUMO gap (eV): 9.802
SMILES: NNN/[NH+]=C(/N)O
Total charge: +1

---

In order of decreasing stability: Q, P.